No. 1
ORCA calculation (wB97M-V/def2-TZVPD) on a 5-piece molecular cluster, H10O5 overall at a distorted geometry.

As for the energy relative to the best compared isomer or geometry (same formula, charge and spin): 32.3 kcal/mol. Its total energy is -382.130685 hartree. The calculation puts the HOMO energy (alpha / beta) at 0.0221 / -0.2701 hartree. The spin multiplicity is 2. The total charge is -1. The value obtained for the molar mass is 90.1 g/mol.

Each line ends with the natural charge from an NBO analysis.
Cartesian coordinates (Å):
O -2.15 -0.44 -1.89  -1.495
O -0.10 -0.78 0.00  -1.091
O 3.23 -1.38 -0.11  -0.943
O -0.14 0.68 2.25  -0.987
O -0.06 2.40 0.14  -0.977
H -1.99 -0.17 -2.80  0.366
H -0.93 -1.14 -0.25  0.484
H 2.35 -1.27 -0.13  0.475
H -0.88 0.10 1.86  0.470
H 0.64 2.37 0.84  0.469
H -3.02 -0.76 -1.92  0.336
H 0.04 -0.08 -0.80  0.484
H 3.42 -2.04 0.46  0.452
H 0.51 0.25 1.75  0.475
H -0.92 2.24 0.61  0.481

No. 2
ORCA calculation (wB97M-V/def2-TZVPD) on a 5-piece molecular cluster, H10O5 overall at a distorted geometry.

As for the energy relative to the best compared isomer or geometry (same formula, charge and spin): 27.1 kcal/mol. Its total energy is -382.180989 hartree. The calculation puts the HOMO energy at -0.3691 hartree. The spin multiplicity is 1. The value obtained for the molar mass is 90.1 g/mol. As for the SMILES: O.O.O.O.O.

Each line ends with the natural charge from an NBO analysis.
Cartesian coordinates (Å):
O 13.61 -13.14 -12.74  -0.958
H 14.25 -12.95 -13.40  0.477
H 13.08 -13.85 -13.03  0.462
O 16.43 -15.11 -12.55  -0.973
H 16.20 -14.65 -13.35  0.479
H 16.84 -14.48 -11.94  0.505
O 14.78 -16.59 -10.99  -0.997
H 15.40 -16.20 -11.64  0.504
H 15.13 -16.60 -10.07  0.465
O 17.82 -13.11 -11.14  -0.947
H 18.57 -12.57 -11.33  0.479
H 17.16 -12.44 -10.85  0.482
O 15.14 -12.73 -14.88  -0.967
H 15.51 -12.05 -15.48  0.499
H 14.61 -13.37 -15.35  0.487

No. 3
ORCA calculation (wB97M-V/def2-TZVPD) on a 5-piece molecular cluster, H10O5 overall at a distorted geometry.

As for the energy relative to the best compared isomer or geometry (same formula, charge and spin): 19.4 kcal/mol. Its total energy is -382.193190 hartree. The calculation puts the HOMO energy at -0.4168 hartree. The spin multiplicity is 1. The value obtained for the molar mass is 90.1 g/mol. As for the SMILES: O.O.O.O.O.

Each line ends with the natural charge from an NBO analysis.
Cartesian coordinates (Å):
O -1.72 -0.29 -1.57  -0.970
H -1.95 -0.10 -0.67  0.486
H -1.54 0.54 -2.04  0.492
O 1.53 0.16 1.99  -0.937
H 1.70 -0.48 1.23  0.510
H 1.40 0.96 1.46  0.473
O -0.93 0.14 1.30  -1.021
H -0.08 0.05 1.78  0.497
H -1.60 0.10 1.95  0.476
O 0.71 -1.35 -0.30  -0.984
H 1.00 -1.55 -1.20  0.472
H -0.22 -1.06 -0.40  0.513
O 0.68 1.28 -1.40  -0.947
H 0.89 0.35 -1.52  0.469
H 0.13 1.25 -0.61  0.470

No. 4
ORCA calculation (wB97M-V/def2-TZVPD) on a 5-piece molecular cluster, H10O5 overall at a distorted geometry.

As for the energy relative to the best compared isomer or geometry (same formula, charge and spin): 88.3 kcal/mol. Its total energy is -382.083417 hartree. The calculation puts the HOMO energy at -0.3982 hartree. The spin multiplicity is 1. The value obtained for the molar mass is 90.1 g/mol. As for the SMILES: O.O.O.O.O.

Each line ends with the natural charge from an NBO analysis.
Cartesian coordinates (Å):
O 2.96 -0.28 0.54  -0.940
H 2.64 0.55 0.71  0.472
H 3.64 -0.14 -0.20  0.464
O -3.65 0.74 -1.15  -0.942
H -2.86 0.49 -0.80  0.477
H -4.14 1.21 -0.40  0.462
O 1.58 2.33 0.49  -0.925
H 1.27 2.75 1.13  0.452
H 1.50 2.86 -0.27  0.480
O -0.12 -3.31 0.10  -0.916
H -0.38 -3.78 -0.74  0.481
H -0.58 -3.46 0.74  0.440
O -0.94 0.31 -0.13  -1.001
H -0.06 0.56 0.27  0.498
H -0.85 -0.85 -0.29  0.498

No. 5
ORCA calculation (wB97M-V/def2-TZVPD) on a 5-piece molecular cluster, H10O5 overall at a distorted geometry.

As for the energy relative to the best compared isomer or geometry (same formula, charge and spin): 18.6 kcal/mol. Its total energy is -382.194487 hartree. The calculation puts the HOMO energy at -0.3873 hartree. The spin multiplicity is 1. The value obtained for the molar mass is 90.1 g/mol. As for the SMILES: O.O.O.O.O.

Each line ends with the natural charge from an NBO analysis.
Cartesian coordinates (Å):
O -1.37 2.67 -0.34  -0.965
H -0.91 1.84 -0.21  0.491
H -1.29 2.84 -1.28  0.462
O 2.70 0.09 -0.35  -0.921
H 2.91 0.12 0.59  0.482
H 3.02 0.92 -0.69  0.486
O -1.26 -1.34 -2.01  -0.965
H -1.12 -2.22 -1.65  0.455
H -0.89 -0.75 -1.36  0.489
O 0.13 0.18 -0.18  -1.008
H 1.08 0.24 -0.28  0.491
H 0.00 -0.37 0.60  0.494
O -0.69 -1.47 2.15  -0.952
H -0.75 -0.84 2.87  0.478
H -1.55 -1.89 2.13  0.484

No. 6
ORCA calculation (wB97M-V/def2-TZVPD) on a 5-piece molecular cluster, H10O5 overall at a distorted geometry.

As for the energy relative to the best compared isomer or geometry (same formula, charge and spin): 54.8 kcal/mol. Its total energy is -382.136887 hartree. The calculation puts the HOMO energy at -0.4002 hartree. The spin multiplicity is 1. The value obtained for the molar mass is 90.1 g/mol. As for the SMILES: O.O.O.O.O.

Each line ends with the natural charge from an NBO analysis.
Cartesian coordinates (Å):
O -1.07 3.03 0.62  -0.926
H -0.43 2.44 0.30  0.471
H -0.48 3.77 0.52  0.453
O -1.59 -2.02 -2.20  -0.917
H -1.76 -1.16 -1.76  0.471
H -1.10 -1.63 -2.81  0.446
O 2.31 -1.57 -0.91  -0.972
H 1.89 -2.22 -1.50  0.501
H 3.03 -1.00 -1.28  0.499
O -0.58 0.23 2.75  -0.910
H -0.74 0.85 3.27  0.449
H -1.14 -0.44 3.03  0.464
O 0.38 0.12 -0.25  -0.996
H 1.08 -0.48 -0.42  0.484
H 0.19 0.09 0.65  0.481

No. 7
ORCA calculation (wB97M-V/def2-TZVPD) on H10O5Rb as an isolated structure at a distorted geometry.

As for the energy relative to the best compared isomer or geometry (same formula, charge and spin): 4.9 kcal/mol. Its total energy is -406.116649 hartree. The calculation puts the HOMO energy at -0.5538 hartree. The spin multiplicity is 1. The total charge is +1. The value obtained for the molar mass is 175.5 g/mol.

Each line ends with the natural charge from an NBO analysis.
Cartesian coordinates (Å):
Rb -13.53 12.25 13.06  0.981
O -15.88 11.01 11.84  -0.957
H -16.05 11.16 10.90  0.488
H -16.14 10.12 11.94  0.482
O -12.53 10.93 15.37  -0.973
H -11.83 11.02 16.00  0.488
H -13.20 10.35 15.76  0.489
O -13.88 13.96 11.04  -0.967
H -13.10 14.34 10.73  0.479
H -14.54 14.49 10.63  0.493
O -13.63 9.20 12.34  -0.954
H -14.27 9.65 11.80  0.464
H -12.89 8.98 11.77  0.483
O -10.99 13.37 13.90  -0.985
H -10.90 14.26 13.56  0.486
H -10.17 13.12 14.41  0.502

No. 8
ORCA calculation (wB97M-V/def2-TZVPD) on a 5-piece molecular cluster, H11NO4 overall.

As for the energy relative to the best compared isomer or geometry (same formula, charge and spin): 7.4 kcal/mol. Its total energy is -362.326237 hartree. The calculation puts the HOMO energy at -0.3963 hartree. The spin multiplicity is 1. The value obtained for the molar mass is 89.1 g/mol. As for the SMILES: N.O.O.O.O.

Each line ends with the natural charge from an NBO analysis.
Cartesian coordinates (Å):
N -2.68 0.36 -0.03  -1.081
H -3.65 0.39 0.19  0.375
H -2.55 0.47 -1.03  0.369
H -2.26 1.19 0.37  0.380
O 0.26 1.34 1.48  -0.982
H 0.86 1.96 1.90  0.471
H 0.67 1.20 0.61  0.504
O 2.30 0.73 -0.44  -0.970
H 2.99 0.66 0.23  0.467
H 2.38 -0.13 -0.89  0.507
O 1.45 -1.74 -1.54  -1.005
H 0.84 -1.54 -0.80  0.509
H 0.98 -2.35 -2.11  0.478
O -0.43 -1.18 0.50  -1.010
H 0.06 -0.76 1.22  0.488
H -1.22 -0.61 0.34  0.502

No. 9
ORCA calculation (wB97M-V/def2-TZVPD) on a 5-piece molecular cluster, H11O5 overall at a distorted geometry.

As for the energy relative to the best compared isomer or geometry (same formula, charge and spin): 44.9 kcal/mol. Its total energy is -382.602158 hartree. The calculation puts the HOMO energy (alpha / beta) at -0.1209 / -0.4254 hartree. The spin multiplicity is 2. The value obtained for the molar mass is 91.1 g/mol.

Each line ends with the natural charge from an NBO analysis.
Cartesian coordinates (Å):
O -1.35 0.08 -3.19  -1.143
H -1.93 0.40 -3.94  0.444
H -0.89 -0.74 -3.63  0.414
O 0.68 1.32 4.81  -0.952
H 0.75 2.28 5.06  0.476
H 0.40 0.80 5.63  0.474
O -0.29 -0.74 1.02  -1.002
H -1.06 -0.75 1.74  0.491
H -0.21 -1.63 0.51  0.486
O 2.26 -1.46 -1.27  -0.943
H 2.06 -2.38 -1.21  0.456
H 2.73 -1.39 -2.06  0.463
O -0.85 0.93 -0.78  -1.040
H -1.01 0.51 -1.86  0.466
H -0.86 1.99 -0.89  0.367
H -0.42 0.77 0.06  0.543

No. 10
ORCA calculation (wB97M-V/def2-TZVPD) on a 6-piece molecular cluster, H11O5S overall at a distorted geometry.

As for the energy relative to the best compared isomer or geometry (same formula, charge and spin): 29.3 kcal/mol. Its total energy is -781.040773 hartree. The calculation puts the HOMO energy at -0.1373 hartree. The spin multiplicity is 1. The total charge is -1. The value obtained for the molar mass is 123.2 g/mol.

Each line ends with the natural charge from an NBO analysis.
Cartesian coordinates (Å):
S -2.11 -1.27 -1.50  -1.031
H -1.60 -0.65 -2.57  0.096
H -0.05 1.01 4.05  0.467
H 1.05 1.67 3.30  0.477
O 0.19 1.86 3.69  -0.945
H 2.47 -0.26 0.85  0.467
H 1.48 0.71 0.95  0.477
O 2.44 0.69 1.01  -0.945
H -0.85 0.63 -1.00  0.508
H -0.69 1.88 -0.17  0.474
O -0.22 1.38 -0.85  -1.020
H 1.21 1.17 -2.00  0.501
H 1.59 0.08 -2.97  0.459
O 1.93 0.91 -2.60  -0.975
H -0.74 -1.86 0.73  0.512
H -1.11 -3.11 1.67  0.469
O -0.47 -2.45 1.43  -0.991

No. 11
ORCA calculation (wB97M-V/def2-TZVPD) on a 6-piece molecular cluster, H11O5S overall.

As for the energy relative to the best compared isomer or geometry (same formula, charge and spin): 17.6 kcal/mol. Its total energy is -780.898972 hartree. The calculation puts the HOMO energy (alpha / beta) at -0.4220 / -0.4054 hartree. The spin multiplicity is 2. The value obtained for the molar mass is 123.2 g/mol.

Each line ends with the natural charge from an NBO analysis.
Cartesian coordinates (Å):
S 0.29 -0.15 -0.48  -0.089
H 1.31 0.50 -1.06  0.092
H 1.73 2.00 0.62  0.454
H 1.08 3.17 1.32  0.472
O 1.92 2.71 1.24  -0.929
H 1.16 -3.78 2.31  0.465
H 0.77 -4.75 3.37  0.469
O 1.31 -4.70 2.58  -0.935
H -0.57 -2.56 1.88  0.469
H -0.49 -1.14 2.46  0.475
O -0.56 -2.07 2.70  -0.941
H 0.76 3.50 -2.43  0.473
H 0.16 2.55 -1.41  0.457
O -0.08 3.18 -2.09  -0.931
H -3.13 0.01 -3.08  0.468
H -2.44 1.01 -4.05  0.474
O -3.24 0.52 -3.88  -0.941

No. 12
ORCA calculation (wB97M-V/def2-TZVPD) on a 6-piece molecular cluster, H11O5S overall.

As for the energy relative to the best compared isomer or geometry (same formula, charge and spin): 10.3 kcal/mol. Its total energy is -780.910610 hartree. The calculation puts the HOMO energy (alpha / beta) at -0.4239 / -0.4153 hartree. The spin multiplicity is 2. The value obtained for the molar mass is 123.2 g/mol.

Each line ends with the natural charge from an NBO analysis.
Cartesian coordinates (Å):
S 0.28 2.59 -0.90  -0.101
H -0.14 3.31 0.14  0.120
H -0.32 -1.13 -2.34  0.484
H 0.16 0.19 -1.75  0.473
O 0.45 -0.71 -1.93  -0.956
H 0.61 -2.13 -0.25  0.478
H 1.60 -1.74 0.83  0.463
O 1.05 -2.47 0.54  -0.946
H 2.25 -0.20 -0.09  0.468
H 1.99 1.24 0.27  0.462
O 2.52 0.47 0.55  -0.937
H -0.19 0.10 2.06  0.483
H -0.53 1.30 1.19  0.455
O -0.84 0.81 1.95  -0.947
H -2.87 0.21 0.14  0.473
H -2.68 -1.27 -0.19  0.467
O -3.33 -0.56 -0.22  -0.940